A molecular structure, C24H35FeN5O2, computed with wB97M-V/def2-TZVPD.

- gap between HOMO and LUMO (spin up / spin down) (eV) = 6.82 / 6.82
- maximum force (hartree/bohr) = 0.0220
- E_tot (Eh) = -2622.94088
- net charge = +2
- HOMO energy (spin up / spin down) (eV) = -13.4 / -13.4
- energy relative to the best compared isomer or geometry (same formula, charge and spin) (kJ/mol) = 147.17

Structure (XYZ):
```
67
Properties=species:S:1:pos:R:3:forces:R:3
Fe -0.1773 0.1753 0.6707 -0.7451 -0.0006 0.8512
C 2.3239 -0.3971 4.9586 -0.0149 0.0006 0.0127
C 2.1056 -0.8584 3.5445 0.0020 -0.0113 0.0049
C 1.1313 -1.8050 3.2447 0.0473 -0.0671 0.0131
C 0.9770 -2.2974 1.9513 0.0100 -0.0474 -0.0713
C 0.1391 -3.5223 1.6936 -0.0821 0.0877 0.0461
C 1.7502 -1.7567 0.9154 0.0017 0.1986 0.3556
C 2.7419 -0.8077 1.2024 0.0394 -0.0765 -0.0503
C 3.6684 -0.3225 0.1238 -0.0169 0.0283 -0.0024
C 2.9094 -0.3847 2.5138 0.0188 -0.0043 -0.0155
H 3.1150 -0.9814 5.4317 0.0025 -0.0044 -0.0037
H 1.4257 -0.5154 5.5643 -0.0040 0.0023 -0.0059
H 2.6349 0.6476 4.9930 0.0060 -0.0001 -0.0014
H 0.5313 -2.2244 4.0457 0.0010 0.0140 0.0098
H 0.7875 -4.3899 1.5619 0.0047 -0.0017 0.0345
H -0.4516 -3.4185 0.7856 -0.0197 -0.0065 -0.0772
H -0.5143 -3.7381 2.5431 -0.0196 0.0165 -0.0190
H 1.6819 -2.1783 -0.0807 -0.0358 0.0462 -0.0354
H 4.5414 -0.9751 0.0605 -0.0011 -0.0038 -0.0018
H 4.0294 0.6844 0.3345 0.0026 -0.0064 0.0070
H 3.1794 -0.3230 -0.8492 -0.0131 -0.0052 -0.0139
H 3.6826 0.3437 2.7357 0.0123 -0.0042 0.0021
N -3.5412 -2.9185 1.3838 -0.0224 -0.0299 -0.0375
C -3.4410 -1.6902 2.2472 0.0273 -0.0722 -0.0927
C -2.2579 -0.8609 1.7326 -0.1053 -0.1076 0.1951
O -1.8970 0.1138 2.3961 0.5111 -0.1384 -0.2217
O -1.7316 -1.2572 0.6499 -0.0234 -0.1109 -0.2301
H -3.2472 -3.7646 1.8719 0.0167 0.0215 -0.0025
H -2.8732 -2.7375 0.6061 0.0478 0.0445 0.0200
H -4.4764 -3.0780 1.0110 0.0031 0.0083 0.0309
H -3.2875 -1.9800 3.2822 0.0112 0.0267 0.0105
H -4.3661 -1.1243 2.1709 0.0131 0.0261 0.0130
N -3.0902 1.6925 -3.3022 -0.0894 0.0004 -0.0073
C -2.7495 2.2865 -2.0053 0.0361 -0.0211 -0.0042
C -2.4675 1.1828 -0.9885 0.0213 -0.0022 0.0292
N -1.4654 1.5831 0.0279 0.0804 0.1014 -0.2287
H -3.2789 2.4270 -3.9763 0.0284 -0.0037 -0.0062
H -3.9541 1.1640 -3.2331 -0.0157 0.0037 0.0136
H -1.3969 0.3695 -4.1904 -0.0854 0.0809 0.0056
H -3.5071 2.9797 -1.6243 -0.0099 -0.0057 -0.0150
H -1.8343 2.8674 -2.1513 0.0010 -0.0123 -0.0113
H -2.0649 0.3232 -1.5224 -0.0171 0.0060 0.0259
H -3.3758 0.8656 -0.4743 -0.0143 0.0142 -0.0192
H -1.8905 2.0550 0.8212 -0.0970 -0.0632 -0.0008
H -0.8608 2.2682 -0.4185 0.0681 0.0410 0.1543
N 1.3472 3.0831 3.1477 0.0170 -0.0329 0.0402
C 2.0084 3.4696 2.0081 -0.0056 -0.0377 0.0163
C 1.6605 2.5605 1.0596 0.1399 -0.0002 0.0933
N 0.8072 1.6309 1.6142 0.0915 0.1144 -0.5677
C 0.6343 1.9773 2.8725 -0.0228 -0.0092 -0.0101
H 1.3857 3.5401 4.0443 0.0077 0.0201 -0.0180
H 2.6520 4.3299 1.9773 -0.0001 0.0097 0.0007
H 1.9877 2.4899 0.0368 -0.0413 -0.0101 -0.0213
H 0.0154 1.4619 3.5872 -0.0201 -0.0080 -0.0038
C 0.4870 0.1663 -1.0912 -0.0263 0.0748 -0.1970
C 0.5716 0.2047 -2.3169 0.2065 -0.0755 0.0535
C 0.6186 0.2063 -3.7044 -0.0908 -0.0006 -0.0963
C -0.5544 -0.3094 -4.4530 0.1217 0.0631 0.0186
C -0.4468 -0.3585 -5.9194 -0.0212 -0.0283 0.0673
C 0.6291 0.1358 -6.5597 0.0539 0.0140 -0.0222
C 1.7005 0.6819 -5.7945 -0.0137 0.0013 -0.0032
C 1.7059 0.7217 -4.4209 -0.0138 -0.0183 0.0125
H -0.9031 -1.2566 -4.0295 0.0446 -0.0439 -0.0118
H -1.2749 -0.7867 -6.4697 -0.0045 0.0116 -0.0073
H 0.7013 0.1192 -7.6375 -0.0045 0.0012 -0.0026
H 2.5585 1.0786 -6.3245 -0.0006 -0.0034 -0.0057
H 2.5507 1.1311 -3.8859 0.0007 -0.0040 0.0044
```
Forces are in eV/Å.

=====

A molecular structure, C24H35INO4P2Ti, computed with wB97M-V/def2-TZVPD.

- gap between HOMO and LUMO (spin up / spin down) (eV) = 4.00 / 4.23
- maximum force (hartree/bohr) = 0.1630
- multiplicity = 2
- E_tot (Eh) = -3120.60110
- net charge = +2
- HOMO energy (spin up / spin down) (eV) = -12.5 / -12.5
- energy relative to the best compared isomer or geometry (same formula, charge and spin) (kJ/mol) = 22.09

Structure (XYZ):
```
68
Properties=species:S:1:pos:R:3:forces:R:3
C -0.2788 0.7075 -9.2530 -0.0022 0.0516 0.0158
C -0.2725 1.4123 -7.9131 0.0301 3.1901 -0.5030
H -0.2753 1.4588 -10.0593 0.0006 -0.1815 0.4827
H -1.1780 0.0840 -9.3459 0.2849 0.0744 0.1406
H 0.6125 0.0729 -9.3487 -0.2840 0.0796 0.1435
O -0.2613 2.6018 -7.7166 -0.0277 -2.9410 -0.3064
I -0.2858 0.0918 -6.1589 -0.0037 -0.3015 0.1886
Ti -0.3162 0.5029 -0.9827 -0.1317 -3.5476 2.3980
P 2.0691 0.6230 -1.5372 2.3212 -0.0189 -0.1507
C 3.0208 1.9058 -0.6549 -0.3992 0.2867 0.0807
C 2.6977 -0.9290 -0.8206 -0.4849 -0.1744 0.0885
H 3.7829 -1.0036 -0.9341 -0.1211 0.1450 -0.1066
H 3.8034 0.4639 -3.2352 -0.1484 0.0211 0.1725
H 2.2232 -1.7854 -1.3075 0.1184 -0.0120 -0.0061
H 2.2338 -0.1547 -3.8157 0.0912 0.0069 0.0020
H 2.7580 1.9053 0.4074 0.0428 -0.0948 -0.0605
H 2.4585 -0.9790 0.2423 0.0057 0.0193 0.0663
C 2.7218 0.6267 -3.2291 -0.4334 0.1513 -0.2849
H 4.0998 1.7441 -0.7500 -0.2271 -0.1089 -0.1042
H 2.4938 1.5812 -3.7072 0.0758 -0.0272 -0.0275
H 2.7636 2.8892 -1.0579 0.1304 -0.0490 0.0020
P -2.6626 0.6624 -1.5477 -2.1855 0.0055 0.1153
C -3.5627 1.9746 -0.6646 0.2544 0.2793 0.0394
C -3.2984 0.6738 -3.2374 0.3276 0.0532 -0.2955
H -2.8513 -1.7340 -1.3073 -0.1885 0.0015 0.0704
H -4.4075 -0.9275 -0.9510 0.1755 0.0648 -0.0629
H -3.1032 -0.9581 0.2665 -0.0744 0.1178 -0.2975
C -3.3225 -0.8808 -0.8072 0.2939 -0.1656 0.0057
H -2.8167 -0.1112 -3.8206 -0.0667 -0.0584 -0.0274
H -4.3800 0.5307 -3.2585 0.0553 0.0078 0.1467
H -4.6465 1.8364 -0.7443 0.2123 -0.0658 -0.0727
H -3.2890 2.9439 -1.0899 -0.1326 -0.0301 -0.0045
H -3.0488 1.6215 -3.7142 -0.0510 0.0492 -0.0168
H -3.2721 1.9889 0.3904 -0.0500 -0.0833 -0.1382
C -0.2444 2.3993 -0.4303 0.6759 7.9736 2.4986
O -0.1342 3.5122 -0.0770 -0.5357 -5.2515 -1.8487
C 3.4251 1.0888 3.6765 0.2138 0.0952 0.0969
C 2.9479 -0.2536 3.2007 0.3917 -0.3040 -0.3255
C 3.8688 -1.1164 2.6042 0.0193 -0.1511 -0.1657
C 3.4831 -2.3883 2.1598 -0.2071 0.1778 0.1557
C 2.1459 -2.7574 2.2654 0.1840 0.4978 -0.0824
C 1.2026 -1.8669 2.8223 0.5455 -0.2442 0.0932
N -0.0940 -2.3886 2.8877 -0.8175 -0.0876 -0.1473
C -1.3513 -1.8283 3.1411 -0.0561 -0.2668 0.2083
C -2.1892 -2.5266 4.0214 -0.7106 0.5946 -0.0036
C -3.4055 -1.9656 4.4391 0.6095 -0.2557 -0.5039
C -3.8217 -0.7189 3.9465 -0.3960 0.4578 -0.0710
C -3.0515 -0.0513 3.0049 0.3764 -0.3213 0.7048
C -1.8330 -0.6201 2.6039 0.5006 0.0957 -0.4848
C -1.0845 0.1255 1.5841 -0.4147 0.3002 1.2473
O -1.1005 1.3734 1.5676 0.3395 -0.7563 -1.4995
O -0.4521 -0.5656 0.6534 0.4287 1.0167 -2.0680
C 1.6142 -0.6405 3.3751 0.0445 -0.5447 -0.5769
C 0.7347 0.2526 4.1732 -0.2921 0.1975 0.3825
H 2.8800 1.9152 3.1917 0.1177 -0.1996 0.2029
H 3.3042 1.2041 4.7649 0.0591 0.0265 -0.3536
H 4.4903 1.1795 3.4333 -0.2580 0.1819 0.1661
H 4.9035 -0.7780 2.5144 -0.2640 -0.2425 -0.0001
H 4.2128 -3.0730 1.7204 -0.2361 0.2123 0.2144
H 1.7927 -3.7331 1.9271 0.2039 0.2150 0.0130
H -0.1244 -3.3966 2.8424 0.0668 0.0913 0.1770
H -1.8447 -3.4862 4.3897 -0.1118 0.1069 0.1974
H -4.0080 -2.5127 5.1604 0.0531 0.1949 -0.1367
H -4.7447 -0.2396 4.2964 0.3995 -0.4234 -0.0900
H -3.2851 0.9448 2.6246 -0.2122 -0.3885 0.1757
H 0.5505 1.1883 3.6359 -0.0873 0.0443 0.2476
H -0.2177 -0.2057 4.4162 0.0433 0.1157 0.0886
H 1.2206 0.4886 5.1268 -0.0817 0.0962 -0.2061
```
Forces are in eV/Å.

=====

A molecular structure, C24H35N2O6RuS2Si, computed with wB97M-V/def2-TZVPD.

- gap between HOMO and LUMO (spin up / spin down) (eV) = 5.55 / 5.43
- maximum force (hartree/bohr) = 0.0344
- multiplicity = 2
- E_tot (Eh) = -2677.36828
- net charge = -2
- HOMO energy (spin up / spin down) (eV) = -1.2 / -1.1
- energy relative to the best compared isomer or geometry (same formula, charge and spin) (kJ/mol) = 269.00

Structure (XYZ):
```
71
Properties=species:S:1:pos:R:3:forces:R:3
Ru 0.8806 -1.0519 0.0326 1.2330 -0.0239 -1.2711
O -1.4059 -4.7171 0.7497 0.1014 0.2553 0.0277
C -1.0477 -3.6737 0.1909 0.1453 0.3350 0.0867
O -0.5720 -2.6297 0.7693 0.0049 -0.0602 0.1561
C -1.2890 -3.5735 -1.3275 0.2097 0.1984 0.1353
C -1.7323 -2.1577 -1.7101 -0.0900 -0.2539 -0.3247
C -2.4205 -2.1860 -3.0833 0.2403 0.0530 -0.0459
C -1.1952 -2.3925 -4.0232 -0.1172 0.0371 0.1070
C -0.0378 -2.4291 -3.0109 -0.2416 -0.0820 -0.1138
O -0.4897 -1.4930 -2.0184 -0.1249 -0.0535 -0.0195
C -0.0445 -3.7633 -2.2548 -0.1012 0.1104 0.1411
C 1.2967 -3.9710 -1.5576 0.2869 -0.0549 0.1298
O 1.9046 -5.0219 -1.8190 -0.0236 0.3771 0.1901
O 1.7147 -3.0139 -0.8221 -0.1095 -0.1082 0.3800
H -2.0543 -4.3095 -1.5599 -0.0710 -0.0688 -0.0631
H -2.2485 -1.6229 -0.9297 -0.0260 0.1227 0.0855
H -3.1554 -2.9896 -3.1495 -0.0108 0.0151 -0.0159
H -2.9205 -1.2338 -3.2762 0.0159 -0.0342 -0.0401
H -1.2516 -3.3140 -4.6060 0.0096 0.0265 0.0021
H -1.0712 -1.5521 -4.7084 -0.0269 -0.0059 -0.0114
H 0.9269 -2.1266 -3.4029 0.0632 0.0889 0.0794
H -0.1677 -4.6065 -2.9276 -0.1139 -0.0652 -0.0945
S 2.4195 -0.4167 -1.7873 -0.3812 -0.2326 1.0637
C 2.8936 1.2572 -1.6810 0.1849 -0.1591 -0.4848
C 3.7899 1.7882 -2.6172 0.0753 0.0445 -0.0054
C 4.1594 3.1278 -2.5964 -0.1277 -0.0767 -0.0004
C 3.6142 3.9699 -1.6318 -0.0553 -0.0753 0.0922
C 2.7366 3.4450 -0.6898 0.0374 -0.0129 -0.0380
C 2.3812 2.0896 -0.6900 -0.1358 0.3998 0.2347
S 1.3230 1.4682 0.5506 -0.3219 -0.9637 0.2506
H 4.2043 1.1184 -3.3666 -0.0443 0.0628 0.0404
H 4.8529 3.5140 -3.3349 0.0225 -0.0123 -0.0123
H 3.8764 5.0223 -1.6017 -0.0042 -0.0085 -0.0087
H 2.3082 4.0851 0.0759 0.0437 -0.0119 0.0000
C 2.1202 -1.6016 4.9715 0.2722 -0.1708 -0.0056
Si 1.0787 -1.0728 3.4692 0.0200 0.1045 0.3915
C 0.8413 0.7752 3.7502 -0.0173 0.1594 0.0088
C -0.5588 -1.9444 3.7541 -0.2669 -0.0560 -0.1702
C 1.9311 -1.4367 1.8839 -0.5968 0.0460 -1.5366
H 1.6123 -1.3432 5.9093 0.0220 -0.0039 -0.0754
H 3.1098 -1.1259 4.9725 -0.1252 -0.0423 0.0098
H 2.2736 -2.6890 4.9592 -0.0038 0.1344 0.0269
H 0.2228 0.9768 4.6337 0.0447 -0.0921 0.0023
H 0.3782 1.2449 2.8825 -0.0276 0.0607 0.0956
H 1.8118 1.2655 3.8912 -0.0976 -0.0296 -0.0540
H -1.2039 -1.3808 4.4403 0.1125 -0.0159 0.0220
H -0.3904 -2.9393 4.1819 -0.0170 0.0726 -0.0604
H -1.0812 -2.0983 2.8053 0.0435 -0.0097 0.1186
H 2.0329 -2.5033 1.6633 0.2578 -0.0674 0.3222
H 2.8804 -0.9178 1.7585 0.1579 -0.0388 0.2174
C -2.4847 0.9901 2.3538 -0.0019 0.0601 -0.2182
N -2.3267 1.8442 1.1878 0.1633 0.0163 0.0430
C -2.4495 3.2664 1.4495 0.0515 -0.1359 -0.0883
C -2.5686 4.0484 0.1577 -0.0212 -0.0329 0.0456
C -1.4474 3.6064 -0.7559 0.0013 -0.0772 -0.0037
N -1.5601 2.1808 -1.0053 0.1097 0.0307 0.0283
C -0.8416 1.7146 -2.1853 0.0366 0.1485 0.1488
C -1.6938 1.3269 0.0677 -0.1809 -0.3429 -0.0311
O -1.4045 0.1318 0.0115 -0.5268 0.6333 0.0183
H -3.5458 0.9003 2.6122 0.0231 0.0137 0.0220
H -1.9441 1.4005 3.2075 0.0456 0.0399 0.0627
H -2.0861 0.0066 2.1330 0.0130 -0.0899 -0.0272
H -1.5737 3.6205 2.0119 -0.0155 -0.0119 0.0504
H -3.3311 3.4155 2.0774 -0.0377 0.0270 0.0567
H -2.5078 5.1198 0.3621 0.0010 0.0001 0.0021
H -3.5288 3.8355 -0.3200 -0.0042 0.0360 0.0030
H -0.4717 3.8251 -0.2986 0.0179 0.0290 -0.0659
H -1.4946 4.1207 -1.7167 -0.0097 -0.0037 -0.0386
H -1.3979 2.0093 -3.0815 -0.0004 0.0312 0.0086
H -0.7417 0.6395 -2.1563 0.0194 -0.1602 0.0012
H 0.1622 2.1481 -2.2243 -0.0098 -0.0254 0.0164
```
Forces are in eV/Å.

=====

A molecular structure, C24H35N3O7P2RhS2, computed with wB97M-V/def2-TZVPD.

- gap between HOMO and LUMO (spin up / spin down) (eV) = 6.85 / 6.73
- maximum force (hartree/bohr) = 0.0354
- E_tot (Eh) = -3216.14000
- net charge = +1
- HOMO energy (spin up / spin down) (eV) = -11.1 / -11.1
- energy relative to the best compared isomer or geometry (same formula, charge and spin) (kJ/mol) = 84.45

Structure (XYZ):
```
74
Properties=species:S:1:pos:R:3:forces:R:3
Rh -0.4173 1.0399 0.3931 0.1055 0.2837 -0.6513
C 4.4639 -4.0010 1.6923 0.0145 0.0144 -0.0179
C 3.7393 -3.5609 0.4105 0.0074 -0.0095 0.0786
C 2.2991 -4.0745 0.4635 -0.0241 0.0708 0.0041
C 4.4318 -4.1856 -0.8108 0.0113 0.0261 -0.0036
C 3.7986 -2.0378 0.3005 -0.0209 0.0073 -0.0018
C 5.0453 -1.4063 0.1195 0.0497 -0.0261 0.0396
C 5.1658 -0.0420 -0.0076 0.0974 0.0442 0.0012
C 4.0068 0.7285 0.0386 -0.0958 -0.0230 -0.0629
S 3.8375 2.4453 -0.1300 0.0341 0.0262 0.0283
C 2.1410 2.2864 0.0527 0.3882 0.1546 -0.0638
N 1.7112 1.0639 0.2073 -0.9234 -0.2142 0.5879
C 2.7598 0.1330 0.2188 -0.1043 -0.0560 0.0448
C 2.6631 -1.2524 0.3711 -0.0455 0.1093 0.0884
C 1.1940 3.3780 -0.0093 0.2698 0.3523 -0.0833
C 1.5528 4.7224 0.0391 0.0483 0.0046 -0.1028
C 0.5654 5.6926 0.0161 0.0549 0.0127 -0.0148
C -0.7693 5.3150 -0.0546 0.0259 -0.0298 -0.1774
C -1.1227 3.9693 -0.0969 -0.2904 0.1228 -0.3721
C -0.1380 3.0059 -0.0888 -0.1768 -1.1053 1.4365
H 4.4230 -5.0888 1.7901 0.0138 0.0533 -0.0024
H 3.9949 -3.5581 2.5743 0.0233 -0.0317 -0.0336
H 5.5149 -3.7028 1.6802 -0.0564 -0.0200 0.0123
H 2.3048 -5.1658 0.4823 -0.0049 0.0408 0.0144
H 1.7250 -3.7535 -0.4109 0.0189 -0.0317 0.0425
H 1.7818 -3.7295 1.3635 0.0109 -0.0267 -0.0532
H 4.3082 -5.2707 -0.7909 0.0264 0.0452 -0.0001
H 5.5029 -3.9745 -0.8224 -0.0558 -0.0072 -0.0188
H 4.0012 -3.8067 -1.7412 0.0012 -0.0424 0.0312
H 5.9475 -2.0060 0.0931 -0.0644 0.0267 -0.0362
H 6.1378 0.4173 -0.1435 -0.0704 -0.0167 0.0184
H 1.6926 -1.6839 0.5456 0.1186 -0.0767 -0.0146
H 2.5979 4.9990 0.1200 -0.0306 0.0520 -0.0271
H 0.8350 6.7395 0.0551 -0.0151 -0.0211 0.0324
H -1.5454 6.0704 -0.0731 0.0208 -0.0141 0.0254
H -2.1665 3.6921 -0.1523 0.1028 0.0661 0.0864
C -2.7782 3.3698 2.9774 0.0119 -0.0458 -0.0084
C -3.1314 1.9067 2.7385 0.0362 -0.1160 0.0556
O -4.2462 1.4712 3.5268 -0.0380 0.2452 -0.1614
P -3.6324 1.5606 1.0222 -0.2336 0.1669 -0.1535
O -4.7157 0.4195 1.0749 -0.0582 0.0144 -0.1008
O -4.4012 2.8874 0.5931 0.1581 -0.0640 -0.1537
O -2.5775 1.2180 0.0012 0.4599 0.0477 0.7243
P -1.7319 0.7894 3.1585 0.1169 -0.3934 0.1570
O -2.2061 -0.5217 2.3377 0.1459 -0.1778 0.1005
O -1.7448 0.5063 4.6027 0.0837 0.3978 -0.0262
O -0.4669 1.3183 2.4673 -0.0695 0.5202 -0.6956
H -3.6455 4.0015 2.7999 -0.0251 0.0121 0.0129
H -1.9602 3.6838 2.3283 -0.0201 -0.0087 0.0554
H -2.4548 3.4876 4.0120 0.0096 -0.0117 0.0115
H -3.9058 1.2697 4.4138 0.0557 -0.0930 -0.0180
H -5.2849 0.4909 1.8614 0.1398 -0.0476 0.0350
H -4.4050 3.0343 -0.3631 -0.1348 0.0126 0.0517
H -2.2017 -1.2872 2.9286 -0.0562 0.0015 -0.0391
C -3.7862 -0.8863 -2.6313 0.0745 -0.1071 0.0747
N -2.7626 -1.5228 -1.7942 -0.1355 0.1122 -0.0373
C -3.3069 -2.2452 -0.6404 0.0502 0.0390 -0.0591
C -1.4772 -1.1539 -1.8283 -0.1921 -0.1099 0.2497
S -0.5162 -1.2352 -0.3807 0.1439 -0.2855 -0.9475
N -0.9116 -0.7971 -2.9882 -0.0127 0.1152 -0.1043
C -1.3716 -1.3132 -4.2833 0.0818 0.0681 0.0832
C 0.3956 -0.1393 -3.0369 -0.0671 -0.1365 -0.0797
H -4.5169 -0.4208 -1.9683 -0.0048 -0.0272 0.0238
H -4.3008 -1.6130 -3.2605 0.0241 -0.0173 -0.0025
H -3.3523 -0.1127 -3.2529 0.0707 0.0474 -0.0213
H -4.2127 -2.7550 -0.9660 0.0140 0.0137 -0.0216
H -3.5464 -1.5640 0.1741 0.0057 0.0534 0.0130
H -2.5953 -2.9859 -0.2888 0.0170 -0.0117 -0.0247
H -2.1368 -2.0666 -4.1453 -0.0517 -0.0538 0.0492
H -0.5221 -1.7786 -4.7836 0.0206 0.0137 0.0164
H -1.7533 -0.5175 -4.9235 -0.0200 0.0183 0.0300
H 0.4743 0.6236 -2.2707 -0.0173 0.0901 0.0612
H 0.4976 0.3338 -4.0117 -0.0326 -0.0156 -0.0079
H 1.2083 -0.8544 -2.8957 -0.0155 -0.0278 0.0231
```
Forces are in eV/Å.